Entry 1:
{"formula": "C25H44Cl3HgN4O3Si", "method": "ωB97M-V/def2-TZVPD", "charge": -1, "orbital_gap_ha": 0.24575, "max_force_ev_per_a": 5.51, "elements": ["C", "C", "H", "H", "H", "C", "C", "H", "H", "H", "H", "Hg", "Cl", "Cl", "C", "O", "N", "C", "C", "H", "H", "H", "H", "H", "H", "H", "H", "H", "C", "C", "N", "H", "C", "O", "H", "H", "H", "H", "O", "C", "C", "C", "H", "C", "H", "C", "H", "C", "C", "H", "H", "H", "Si", "Cl", "C", "C", "C", "H", "H", "H", "H", "H", "H", "H", "H", "H", "C", "C", "C", "C", "N", "N", "C", "H", "H", "H", "H", "H", "H", "H", "H"], "positions_angstrom": [[-0.005, 3.604, 3.467], [0.021, 4.568, 2.310], [0.410, 4.047, 4.388], [0.545, 2.657, 3.310], [-1.037, 3.285, 3.691], [0.652, 5.733, 2.269], [1.572, 6.285, 3.260], [0.469, 6.344, 1.401], [2.320, 5.532, 3.543], [1.010, 6.557, 4.164], [2.058, 7.189, 2.874], [-3.608, 2.598, 1.247], [-4.360, 3.618, -0.823], [-3.698, 1.435, 3.307], [-0.771, -2.285, -3.092], [0.190, -2.082, -2.258], [-0.831, -1.795, -4.340], [0.361, -1.278, -5.033], [-2.135, -1.311, -4.822], [-1.684, -2.824, -2.780], [1.201, -1.952, -4.828], [0.611, -0.254, -4.704], [0.141, -1.268, -6.111], [-2.915, -1.941, -4.373], [-2.171, -1.387, -5.919], [-2.310, -0.253, -4.531], [0.666, -0.940, 3.858], [3.676, -0.647, 3.174], [1.141, -1.928, 3.971], [3.565, -1.712, 3.395], [2.239, -2.160, 3.029], [0.356, -2.686, 3.856], [2.083, -2.650, 1.763], [3.021, -2.640, 0.941], [4.259, -2.284, 2.783], [1.059, -3.073, 1.539], [1.537, -1.983, 4.989], [3.717, -1.905, 4.455], [-1.608, 3.265, 1.395], [-0.881, 4.345, 1.093], [1.242, 4.256, -0.507], [-0.135, 4.408, -0.297], [1.869, 3.881, 0.289], [1.822, 4.528, -1.758], [-1.600, 5.163, 1.003], [-0.919, 4.667, -1.420], [2.885, 4.385, -1.948], [1.021, 4.890, -2.832], [-0.365, 4.949, -2.670], [-2.006, 4.572, -1.278], [1.412, 5.062, -3.830], [-1.037, 5.125, -3.519], [-0.373, -0.559, -0.727], [-0.926, -1.722, 0.810], [1.050, 0.458, 0.510], [-0.229, 0.982, -1.849], [-2.420, -0.270, -0.688], [1.686, 1.098, -0.124], [1.749, -0.148, 1.119], [0.555, 1.204, 1.163], [-2.978, -0.462, 0.279], [-2.795, -1.162, -1.221], [-2.910, 0.625, -1.129], [0.679, 1.515, -1.565], [-1.075, 1.663, -1.636], [-0.129, 0.684, -2.912], [-2.386, -7.251, 0.819], [-1.340, -6.266, 0.429], [-0.259, -6.365, -0.453], [0.486, -5.166, -0.289], [-0.096, -4.386, 0.639], [-1.219, -5.054, 1.022], [1.700, -4.774, -1.006], [-2.779, -7.754, -0.084], [-1.949, -8.029, 1.479], [-3.215, -6.750, 1.354], [-0.024, -7.193, -1.110], [-1.881, -4.633, 1.670], [2.120, -5.656, -1.507], [1.461, -4.007, -1.753], [2.442, -4.332, -0.331]]}

=====

Entry 2:
{"formula": "C19H44Cl2O14P2", "method": "ωB97M-V/def2-TZVPD", "charge": 1, "multiplicity": 2, "orbital_gap_ha": [0.32521, 0.06626], "s_squared": 0.761, "max_force_ev_per_a": 4.57, "elements": ["C", "Cl", "Cl", "H", "H", "C", "O", "P", "O", "O", "C", "O", "C", "H", "H", "H", "H", "H", "H", "H", "H", "H", "C", "O", "P", "O", "O", "C", "O", "C", "H", "H", "H", "H", "H", "H", "H", "H", "H", "O", "C", "O", "C", "C", "C", "H", "H", "H", "H", "H", "H", "H", "H", "O", "C", "O", "C", "C", "C", "H", "H", "H", "H", "H", "H", "H", "H", "O", "C", "O", "C", "C", "C", "H", "H", "H", "H", "H", "H", "H", "H"], "positions_angstrom": [[0.155, -0.928, -0.639], [0.091, -1.703, -2.226], [0.600, -2.078, 0.652], [0.930, -0.163, -0.603], [-0.804, -0.485, -0.371], [-3.499, 2.149, 3.581], [-3.387, 1.404, 2.397], [-3.385, -0.203, 2.542], [-2.985, -0.882, 1.315], [-2.521, -0.571, 3.836], [-1.163, -0.308, 3.670], [-4.939, -0.536, 2.911], [-5.956, -0.078, 1.979], [-3.067, 3.146, 3.495], [-3.028, 1.760, 4.483], [-4.578, 2.242, 3.704], [-0.733, -1.265, 3.373], [-0.778, -0.106, 4.670], [-0.848, 0.479, 2.985], [-5.460, 0.098, 1.025], [-6.379, 0.854, 2.353], [-6.661, -0.910, 1.972], [-1.150, 5.318, -0.722], [-0.603, 3.994, -0.482], [-1.214, 2.961, 0.601], [-0.411, 1.760, 0.732], [-1.429, 3.889, 1.935], [-0.251, 4.142, 2.736], [-2.707, 2.734, 0.049], [-2.999, 1.700, -0.890], [-1.895, 5.245, -1.514], [-0.338, 6.019, -0.912], [-1.655, 5.683, 0.172], [0.704, 3.832, 2.311], [-0.116, 3.667, 3.707], [-0.276, 5.211, 2.947], [-3.692, 1.026, -0.387], [-2.134, 1.155, -1.269], [-3.458, 2.106, -1.792], [2.855, 6.402, -1.191], [3.252, 6.139, -0.055], [3.362, 4.868, 0.510], [2.796, 3.719, -0.176], [3.044, 2.436, 0.639], [3.657, 7.221, 1.006], [3.368, 3.528, -1.084], [1.752, 3.872, -0.449], [4.071, 2.249, 0.954], [2.804, 1.618, -0.040], [2.319, 2.376, 1.450], [4.747, 7.221, 0.969], [3.184, 7.097, 1.979], [3.412, 8.222, 0.652], [5.100, -3.036, -6.271], [5.249, -2.609, -5.156], [4.359, -2.705, -4.167], [3.095, -3.351, -4.336], [2.021, -2.490, -4.949], [6.506, -1.812, -4.710], [2.746, -3.456, -3.308], [3.100, -4.348, -4.778], [2.030, -1.478, -4.545], [1.026, -2.880, -4.736], [2.207, -2.305, -6.007], [7.331, -1.908, -5.415], [6.843, -2.247, -3.769], [6.263, -0.769, -4.505], [-0.642, -8.392, 0.428], [-1.498, -7.761, 1.014], [-1.764, -6.428, 1.045], [-0.742, -5.521, 0.609], [-0.990, -5.293, -0.972], [-2.624, -8.466, 1.757], [0.241, -5.967, 0.760], [-0.740, -4.489, 0.959], [-1.958, -4.855, -1.217], [-0.873, -6.238, -1.504], [-0.296, -4.555, -1.373], [-2.754, -8.063, 2.762], [-2.329, -9.515, 1.765], [-3.510, -8.382, 1.129]]}

=====

Entry 3:
{"formula": "C4H4N2", "method": "ωB97M-V/def2-TZVPD", "charge": 0, "orbital_gap_ha": 0.38744, "de_lowest_kcal_mol": 91.1, "max_force_ev_per_a": 1.63, "elements": ["C", "C", "N", "C", "N", "C", "H", "H", "H", "H"], "positions_angstrom": [[-1.278, 0.265, -0.240], [-0.440, 1.097, 0.380], [0.725, 0.348, 0.723], [1.422, -0.330, -0.289], [0.667, -1.141, -0.946], [-0.342, -0.843, 0.001], [-2.200, 0.383, -0.789], [-0.554, 2.125, 0.690], [2.501, -0.266, -0.386], [-0.440, -1.513, 0.849]]}

=====

Entry 4:
{"formula": "C21H42Cl2NO4S2", "method": "ωB97M-V/def2-TZVPD", "charge": -1, "orbital_gap_ha": 0.20625, "max_force_ev_per_a": 1.26, "elements": ["C", "C", "C", "C", "C", "C", "C", "C", "S", "O", "C", "C", "C", "S", "C", "C", "N", "O", "C", "C", "O", "C", "C", "C", "Cl", "C", "C", "Cl", "H", "H", "H", "H", "H", "H", "H", "H", "H", "H", "H", "H", "H", "H", "H", "H", "H", "H", "H", "H", "H", "H", "H", "H", "H", "H", "H", "H", "H", "H", "H", "H", "H", "H", "H", "H", "H", "H", "H", "C", "O", "H", "H", "H"], "positions_angstrom": [[-2.477, 2.543, -3.798], [-1.297, 2.244, -2.865], [-1.357, 0.864, -2.202], [-2.394, 0.785, -1.096], [-2.596, -0.568, -0.373], [-1.798, -1.718, -0.987], [-2.134, -3.119, -0.433], [-2.256, -4.178, -1.523], [-0.592, -4.474, -2.215], [-2.291, -0.404, 0.997], [-1.043, -0.827, 1.545], [0.221, 0.027, 1.310], [0.014, 1.414, 1.946], [1.433, 2.525, 2.029], [1.584, 3.087, 0.320], [2.452, 2.225, -0.605], [1.244, -0.774, 1.971], [2.489, -0.612, 1.239], [3.524, -1.197, 2.001], [4.760, -1.302, 1.133], [5.670, -0.221, 1.234], [5.422, 0.877, 0.387], [6.724, 1.587, 0.033], [-4.103, -0.941, -0.434], [-4.906, -1.153, 1.086], [-4.875, -1.146, -1.531], [-6.337, -1.539, -1.551], [-4.212, -0.917, -3.129], [-2.712, 3.612, -3.825], [-3.387, 2.020, -3.495], [-2.255, 2.239, -4.826], [-1.222, 3.015, -2.094], [-0.372, 2.305, -3.447], [-0.374, 0.649, -1.783], [-1.562, 0.119, -2.981], [-3.357, 1.122, -1.504], [-2.124, 1.496, -0.311], [-0.723, -1.532, -0.870], [-1.968, -1.715, -2.069], [-1.344, -3.430, 0.260], [-3.057, -3.101, 0.145], [-2.635, -5.119, -1.124], [-2.909, -3.826, -2.331], [-0.937, -5.468, -3.036], [-1.207, -0.804, 2.630], [-0.824, -1.869, 1.289], [0.480, 0.121, 0.251], [-0.193, 1.216, 3.004], [-0.816, 1.970, 1.503], [0.577, 3.218, -0.089], [2.033, 4.084, 0.407], [2.931, 2.845, -1.372], [3.231, 1.722, -0.029], [1.882, 1.451, -1.110], [1.360, -0.398, 2.941], [3.196, -2.189, 2.346], [3.747, -0.578, 2.882], [4.447, -1.422, 0.091], [5.333, -2.188, 1.427], [4.907, 0.531, -0.516], [4.746, 1.571, 0.896], [6.681, 2.005, -0.972], [7.544, 0.864, 0.092], [6.946, 2.393, 0.733], [-6.939, -0.786, -1.028], [-6.487, -2.483, -1.015], [-6.687, -1.640, -2.573], [0.640, 0.967, 5.394], [0.632, 0.035, 4.410], [-0.271, 1.626, 5.422], [0.691, 0.568, 6.439], [1.490, 1.697, 5.352]]}

=====

Entry 5:
{"formula": "C15H60N30O15", "method": "ωB97M-V/def2-TZVPD", "charge": 0, "orbital_gap_ha": 0.32146, "de_lowest_kcal_mol": 319.0, "max_force_ev_per_a": 9.53, "elements": ["C", "O", "N", "N", "H", "H", "H", "H", "C", "O", "N", "N", "H", "H", "H", "H", "C", "O", "N", "N", "H", "H", "H", "H", "C", "O", "N", "N", "H", "H", "H", "H", "C", "O", "N", "N", "H", "H", "H", "H", "C", "O", "N", "N", "H", "H", "H", "H", "C", "O", "N", "N", "H", "H", "H", "H", "C", "O", "N", "N", "H", "H", "H", "H", "C", "O", "N", "N", "H", "H", "H", "H", "C", "O", "N", "N", "H", "H", "H", "H", "C", "O", "N", "N", "H", "H", "H", "H", "C", "O", "N", "N", "H", "H", "H", "H", "C", "O", "N", "N", "H", "H", "H", "H", "C", "O", "N", "N", "H", "H", "H", "H", "C", "O", "N", "N", "H", "H", "H", "H"], "positions_angstrom": [[1.607, 13.958, 0.466], [0.420, 14.140, 0.465], [2.567, 14.605, 1.014], [2.133, 13.034, -0.189], [2.387, 15.357, 1.664], [3.547, 14.401, 0.879], [1.512, 12.635, -0.879], [3.118, 12.813, -0.226], [6.542, 13.701, 12.702], [6.047, 14.676, 12.148], [5.858, 12.735, 13.258], [7.834, 13.318, 12.711], [6.435, 12.002, 13.648], [4.889, 12.718, 13.539], [8.156, 12.624, 13.372], [8.481, 13.933, 12.239], [5.882, 22.580, 4.889], [6.565, 21.629, 4.588], [4.597, 22.563, 4.644], [6.235, 23.648, 5.479], [4.018, 23.261, 5.090], [4.081, 21.712, 4.475], [5.526, 24.346, 5.303], [7.231, 23.806, 5.529], [1.049, 20.052, 16.947], [-0.090, 20.296, 16.529], [1.358, 20.150, 18.201], [1.988, 19.685, 16.125], [2.298, 19.911, 18.483], [0.620, 20.476, 18.809], [2.834, 19.258, 16.472], [1.584, 19.802, 15.206], [8.515, 19.210, 9.340], [8.929, 18.632, 10.359], [8.732, 20.438, 8.993], [7.817, 18.614, 8.438], [8.822, 20.352, 7.990], [9.413, 20.972, 9.513], [7.575, 19.078, 7.574], [7.512, 17.724, 8.804], [-4.398, 20.153, 4.568], [-4.425, 20.140, 3.360], [-5.473, 20.328, 5.283], [-3.384, 20.245, 5.374], [-6.395, 20.251, 4.879], [-5.390, 20.339, 6.290], [-2.452, 20.487, 5.068], [-3.443, 20.210, 6.382], [2.288, 20.171, 0.529], [2.157, 19.574, 1.606], [1.350, 20.319, -0.308], [3.399, 20.505, -0.097], [0.549, 19.712, -0.209], [1.485, 21.022, -1.021], [3.287, 21.102, -0.904], [4.175, 20.673, 0.527], [0.959, 25.352, 4.658], [1.206, 26.408, 4.072], [1.293, 25.192, 5.914], [0.223, 24.408, 4.141], [1.846, 25.865, 6.427], [0.956, 24.370, 6.394], [0.098, 23.636, 4.779], [-0.352, 24.543, 3.321], [4.100, 13.314, 7.087], [4.583, 14.429, 6.927], [3.495, 12.719, 6.102], [3.956, 12.695, 8.227], [2.969, 11.857, 6.146], [3.668, 13.179, 5.220], [3.399, 11.897, 8.497], [4.379, 13.083, 9.057], [-2.852, 15.449, 5.513], [-3.963, 15.333, 5.944], [-1.793, 15.546, 6.308], [-2.763, 15.563, 4.216], [-1.994, 15.976, 7.200], [-0.970, 15.806, 5.784], [-1.830, 15.427, 3.853], [-3.603, 15.575, 3.655], [2.504, 19.352, 7.673], [1.849, 20.349, 7.570], [2.439, 18.581, 6.627], [3.252, 19.033, 8.589], [1.926, 18.688, 5.764], [3.230, 17.954, 6.591], [3.918, 18.279, 8.494], [3.096, 19.592, 9.415], [-2.278, 18.206, 12.104], [-2.478, 17.508, 11.128], [-1.505, 19.253, 12.116], [-2.686, 17.903, 13.245], [-0.843, 19.393, 11.366], [-1.410, 19.643, 13.042], [-2.560, 18.453, 14.083], [-3.386, 17.175, 13.240], [7.363, 19.563, 15.789], [7.848, 19.792, 16.922], [6.685, 20.448, 15.052], [7.672, 18.446, 15.218], [6.562, 21.329, 15.530], [6.242, 20.204, 14.178], [7.154, 18.182, 14.392], [8.295, 17.800, 15.681], [7.232, 16.548, 2.077], [7.084, 15.370, 1.794], [7.103, 17.552, 1.195], [7.334, 17.084, 3.268], [7.243, 18.444, 1.649], [6.855, 17.443, 0.222], [7.418, 18.087, 3.350], [7.001, 16.466, 3.995], [3.852, 24.228, 11.076], [3.565, 23.194, 11.615], [3.160, 25.297, 11.240], [4.912, 24.392, 10.327], [3.419, 26.079, 10.656], [2.227, 25.165, 11.604], [5.497, 23.582, 10.178], [5.093, 25.339, 10.028]]}

=====

Entry 6:
{"formula": "C3H3ClN2O2", "method": "ωB97M-V/def2-TZVPD", "charge": 0, "orbital_gap_ha": 0.34858, "de_lowest_kcal_mol": 28.7, "max_force_ev_per_a": 1.04, "elements": ["N", "C", "N", "O", "C", "O", "C", "Cl", "H", "H", "H"], "positions_angstrom": [[0.202, -0.308, 1.799], [0.084, -0.160, 0.448], [0.852, -0.961, -0.389], [0.652, -0.513, -1.708], [-0.319, 0.487, -1.691], [-0.704, 0.984, -2.709], [-0.665, 0.682, -0.296], [-1.856, 1.772, 0.276], [0.373, -1.233, 2.130], [-0.489, 0.163, 2.337], [1.870, -0.913, -0.197]]}

=====

no.,E_tot (Eh)
1,-3247.20540
2,-3406.57785
3,-264.18120
4,-2897.71593
5,-3379.05315
6,-836.26927